Entry from the OMol25 dataset: a cluster of 2 separate species, C2H6N2O in total (ωB97M-V with the def2-TZVPD basis set).

```
11
Properties=species:S:1:pos:R:3:lowdin_charge:R:1
N -1.07082 -0.66402 0.58137 0.124
C -1.43933 0.64593 0.54163 -0.422
O -1.37839 1.34986 -0.44546 -0.013
H -0.53692 -1.06096 -0.16939 0.068
H -1.31550 -1.12995 1.43416 0.091
H -1.98208 0.98330 1.42681 0.119
C 1.84822 -0.08308 -0.74275 -0.124
N 1.90710 -1.11571 -0.02060 0.010
H 0.90335 0.38042 -1.02575 0.040
H 2.74389 0.42082 -1.12303 0.066
H 2.81324 -1.57880 -0.03234 0.041
```

Calculated values
gap between HOMO and LUMO	11.02	eV
SMILES	NC=O.C=N
LUMO energy	1.09	eV
relative energy (zero: lowest compared OMol25 entry of this formula, charge and spin)	1.5558	eV

=====

Entry from the OMol25 dataset: a structure of composition C32H31ClIrNPS2 (ωB97M-V with the def2-TZVPD basis set).

```
69
Properties=species:S:1:pos:R:3:mulliken_spin:R:1
Ir 0.01783 -0.74137 0.54600 2.412
Cl -1.79454 -2.50823 -0.07840 0.135
C -2.79161 -1.64826 -1.22680 -0.008
C -3.47642 -2.36423 -2.18601 0.006
C -4.24450 -1.66583 -3.11059 0.010
C -4.32307 -0.28227 -3.06332 0.000
C -3.62777 0.42305 -2.09158 0.011
C -2.85506 -0.25483 -1.15078 -0.049
P -1.91249 0.63018 0.12121 0.319
C -1.83553 2.34007 -0.42616 -0.041
C -1.00824 2.63083 -1.51704 0.037
C -1.01820 3.90246 -2.05935 0.000
C -1.83913 4.88006 -1.50694 0.018
C -2.64439 4.59310 -0.41238 -0.002
C -2.64111 3.32382 0.14543 0.015
C -2.85605 0.57335 1.65421 0.058
C -2.25609 1.18192 2.76701 0.054
C -2.93223 1.23260 3.97279 -0.010
C -4.19998 0.66665 4.07270 0.030
C -4.78703 0.05010 2.97377 0.002
C -4.11558 -0.01153 1.76158 0.017
H -3.41905 -3.44419 -2.22316 0.000
H -4.77242 -2.21143 -3.88103 0.000
H -4.91440 0.25359 -3.79287 0.000
H -3.68294 1.50319 -2.06571 0.002
H -0.37562 1.85600 -1.93774 0.001
H -0.38409 4.13532 -2.90379 0.000
H -1.84728 5.87614 -1.92889 0.001
H -3.28303 5.35659 0.01045 0.001
H -3.28011 3.09921 0.98886 0.004
H -1.28042 1.64610 2.65151 -0.013
H -2.48353 1.71733 4.83012 0.000
H -4.73581 0.71449 5.01138 0.001
H -5.77598 -0.37944 3.06019 0.001
H -4.58320 -0.48073 0.90453 0.001
C 0.57488 -0.62739 4.20690 0.003
S 0.32467 -1.80023 2.85906 0.213
C -1.29864 -2.46154 3.29331 0.010
H 0.64766 -1.21021 5.12422 0.012
H -0.25457 0.07212 4.27760 -0.001
H 1.51363 -0.10682 4.03356 -0.002
H -2.08869 -1.73264 3.11529 0.002
H -1.27573 -2.72788 4.34912 0.007
H -1.46287 -3.36076 2.70446 0.001
N 1.42033 -1.28277 -0.94307 0.591
S 2.87833 -2.05931 -0.91219 0.055
C 3.89449 -1.16004 0.27542 0.030
C 5.21413 -1.58512 0.35620 0.010
C 6.05908 -0.97733 1.27095 0.001
C 5.58577 0.03729 2.09038 0.002
C 4.26986 0.46979 1.98625 0.018
C 3.41668 -0.13660 1.07941 -0.025
C 3.63257 -1.58197 -2.47183 0.044
C 3.91327 -0.23921 -2.70268 0.007
C 4.41851 0.10948 -3.94255 0.002
C 4.62242 -0.86517 -4.91544 0.004
C 4.35324 -2.20241 -4.65274 0.004
C 3.84443 -2.57555 -3.41679 -0.001
H 0.97671 -1.42518 -1.85308 -0.021
H 5.58393 -2.37621 -0.28568 -0.003
H 7.08798 -1.30066 1.34696 0.000
H 6.23635 0.49063 2.82605 0.001
H 3.92451 1.29136 2.59941 0.001
H 2.39783 0.22321 0.97246 0.022
H 3.74805 0.50606 -1.93455 -0.003
H 4.64858 1.14628 -4.14673 0.000
H 4.98627 -0.57475 -5.89194 0.000
H 4.53436 -2.95521 -5.40713 0.000
H 3.63108 -3.61508 -3.19989 0.001
```

Calculated values
gap between HOMO and LUMO (alpha / beta)	8.48 / 5.09	eV
2S+1	5
LUMO energy (alpha / beta)	-8.14 / -11.91	eV
net charge	+3

=====

Entry from the OMol25 dataset: a structure of composition C19H28IO2Yb (ωB97M-V with the def2-TZVPD basis set).

```
51
Properties=species:S:1:pos:R:3:mulliken_spin:R:1
O 5.24128 -3.60548 -0.78640 0.000
C 5.27102 -5.04004 -0.39461 0.000
C 6.65427 -5.29342 -0.96640 0.000
H 4.51997 -5.63371 -0.92169 0.000
H 5.17913 -5.15953 0.68621 0.000
C 6.52294 -3.84090 -1.45759 0.000
H 6.72127 -6.01817 -1.77937 0.000
H 7.42045 -5.42649 -0.21547 0.000
C 6.35928 -3.79506 -2.95505 0.000
H 5.54320 -4.46405 -3.25524 0.000
H 7.29526 -4.10969 -3.43234 0.000
H 6.13949 -2.77460 -3.26489 0.000
C 7.68087 -2.99132 -0.96190 0.000
H 7.78844 -3.03961 0.12606 0.000
H 7.52231 -1.95880 -1.26309 0.000
H 8.60109 -3.33848 -1.44487 0.000
Yb 1.50297 -0.10279 0.17986 1.000
C 0.46624 1.90459 1.90200 -0.004
C -0.34020 0.77515 2.18691 0.002
C 0.51245 -0.25585 2.67642 0.004
H -1.42650 0.73063 2.12614 0.000
C 1.84729 0.24521 2.71020 0.000
C 1.81709 1.58363 2.21179 0.002
H 2.66590 2.26103 2.16074 0.000
H 0.10336 2.88915 1.59098 0.000
H 0.18924 -1.23845 3.02103 0.000
H 2.72418 -0.26808 3.10016 0.000
C -0.12859 1.30745 -1.72716 -0.004
C 1.20435 1.80414 -1.74437 -0.001
C 2.07415 0.75316 -2.15601 0.003
H 1.49626 2.83811 -1.57806 0.001
C 1.26203 -0.39860 -2.40548 -0.002
C -0.09502 -0.05122 -2.14018 -0.002
H -0.95360 -0.68513 -2.31052 0.000
H -1.03283 1.89343 -1.54895 0.000
H 3.14794 0.81572 -2.32408 0.000
H 1.60849 -1.34365 -2.80877 0.000
O 2.56144 -4.67625 -1.67795 0.000
C 2.60535 -3.31622 -1.25005 0.000
C 2.72585 -3.30642 0.29282 -0.003
H 1.61353 -2.84033 -1.46579 0.000
H 3.40598 -2.75585 -1.76254 0.000
C 2.04871 -4.62257 0.70386 0.000
H 2.22339 -2.46214 0.77135 0.002
H 3.76417 -3.34556 0.61813 0.000
C 1.81225 -5.36775 -0.62990 0.000
H 1.09256 -4.39452 1.18403 0.000
H 2.63284 -5.23281 1.40462 0.000
H 0.74611 -5.33795 -0.90519 0.000
H 2.18961 -6.39216 -0.65509 0.000
I -0.41942 -2.54207 -0.01361 0.001
```

Calculated values
gap between HOMO and LUMO (alpha / beta)	7.25 / 6.64	eV
2S+1	2
LUMO energy (alpha / beta)	-0.55 / -1.16	eV
relative energy (zero: lowest compared OMol25 entry of this formula, charge and spin)	2.4337	eV

=====

Entry from the OMol25 dataset: a structure of composition C5H2N2O2 (ωB97M-V with the def2-TZVPD basis set).

```
11
Properties=species:S:1:pos:R:3:lowdin_charge:R:1
C 1.18962 -0.84764 0.06670 -0.364
C 1.81528 0.60114 -0.00776 0.004
C -0.15105 1.59419 0.13712 -0.098
C -0.81274 0.33914 0.01623 -0.245
C -2.25179 -0.13556 0.13160 -0.084
H 2.82213 0.71383 -0.36264 0.117
H -0.74065 2.63955 0.80092 0.223
N 1.15971 1.68890 -0.21254 0.058
N -3.35729 -0.57606 -0.12671 0.150
O 1.98572 -1.73852 0.11236 0.150
O -0.16501 -0.81785 -0.12823 0.089
```

Calculated values
gap between HOMO and LUMO	8.65	eV
LUMO energy	-1.22	eV
relative energy (zero: lowest compared OMol25 entry of this formula, charge and spin)	1.5326	eV

=====

Entry from the OMol25 dataset: a structure of composition C2H4N2O3 (ωB97M-V with the def2-TZVPD basis set).

```
11
Properties=species:S:1:pos:R:3:lowdin_charge:R:1
C 0.00163 -1.59201 -0.03366 -0.408
C 0.03783 0.21842 -0.13216 -0.374
N 0.86454 0.60704 -1.09342 0.173
O -0.30997 2.16623 0.72690 -0.148
O -0.82346 -2.16034 0.82673 0.129
N -0.47051 0.44932 0.96293 0.152
O 0.67852 -2.16742 -0.82722 0.110
H -1.20092 2.45992 0.96125 0.038
H -1.22341 -1.46401 1.37758 0.106
H 1.08710 1.58627 -1.15642 0.112
H 1.35863 -0.10341 -1.61252 0.111
```

Calculated values
gap between HOMO and LUMO	10.30	eV
LUMO energy	0.35	eV
relative energy (zero: lowest compared OMol25 entry of this formula, charge and spin)	4.1062	eV

=====

Entry from the OMol25 dataset: a structure of composition C14H4F5N2NiO4Se2 (ωB97M-V with the def2-TZVPD basis set).

```
32
Properties=species:S:1:pos:R:3:lowdin_charge:R:1
Ni -0.82671 0.81797 -0.01308 0.587
O 3.07103 0.35851 -0.01627 0.148
C 1.84088 0.79409 -0.01798 -0.441
O 0.92542 -0.03118 -0.05596 -0.100
C 1.51016 2.19298 0.01946 -0.115
C 2.30270 3.33885 0.02204 0.036
C 1.69205 4.57478 0.03286 -0.023
C 0.29849 4.66940 0.02259 0.045
C -0.42796 3.49906 0.01896 -0.119
N 0.16862 2.31515 0.03012 0.073
C -1.93586 3.30163 -0.00325 -0.558
O -2.70555 4.23721 0.01336 0.085
O -2.24611 2.04537 -0.04572 -0.049
H 3.01739 -0.63546 -0.06683 0.043
H 3.37845 3.23164 0.00831 0.128
H 2.28661 5.47790 0.04825 0.115
H -0.21360 5.62022 0.01108 0.129
F 2.83404 -8.62541 -0.10738 0.091
C 2.55037 -7.31179 -0.07823 -0.157
C 1.25041 -6.87765 0.11504 -0.154
F 0.27564 -7.78712 0.27419 0.097
C 0.96837 -5.52435 0.14538 -0.278
F -0.29074 -5.15103 0.34255 0.073
C 1.95508 -4.54951 -0.01856 -0.573
Se 1.57158 -2.70028 -0.01401 0.677
C 3.25440 -5.03034 -0.20700 -0.276
F 4.25984 -4.15552 -0.36476 0.043
C 3.55716 -6.37687 -0.23885 -0.159
F 4.82295 -6.79573 -0.42740 0.087
Se -3.86244 -2.74532 0.00033 0.487
C -2.64271 -1.50657 0.01202 -0.932
N -1.86427 -0.63672 0.01410 -0.011
```

Calculated values
gap between HOMO and LUMO	4.24	eV
LUMO energy	0.24	eV
net charge	-1
relative energy (zero: lowest compared OMol25 entry of this formula, charge and spin)	0.6028	eV